Entry 1:
ORCA calculation (ωB97M-V/def2-TZVPD) on a structure of composition C4BF30O9P5VZr at a distorted geometry.

## Properties
Max |F| ... 8.45 eV Å⁻¹
Highest occupied orbital energy (spin up / spin down) ... -9.95 / -9.95 eV
Total charge ... 0
Frontier orbital gap (spin up / spin down) ... 0.1365 / 0.1576 hartree
2S+1 ... 2

Element x y z (Å)
Zr (-2.09, -0.91, -0.45)
O (3.88, -0.73, -3.07)
V (3.46, 0.58, -2.33)
P (-3.40, -3.73, -0.24)
F (-2.63, -4.82, 0.64)
F (-2.97, -2.58, 0.84)
F (-1.97, -3.19, -0.72)
F (-3.65, -2.38, -1.16)
F (-3.45, -4.65, -1.55)
F (-4.92, -3.83, 0.16)
P (-0.06, -1.00, -2.81)
F (1.34, -0.23, -2.68)
F (-0.11, -1.35, -1.24)
F (-0.98, 0.18, -2.25)
F (-1.39, -1.96, -2.67)
F (-0.45, -0.73, -4.32)
F (0.73, -2.38, -3.13)
P (4.61, -0.51, 0.46)
F (5.56, -1.10, -0.73)
F (5.96, -0.26, 1.47)
F (4.75, 1.01, -0.18)
F (3.82, 0.02, 1.73)
F (3.26, -0.62, -0.46)
F (4.43, -1.90, 1.22)
P (-4.24, 0.90, -1.76)
F (-3.36, -0.38, -2.25)
F (-5.51, 0.55, -2.64)
F (-4.36, -0.14, -0.53)
F (-5.08, 2.04, -1.08)
F (-2.92, 1.11, -0.85)
F (-3.47, 1.87, -2.78)
P (0.62, -2.06, 1.95)
F (1.36, -0.69, 1.47)
F (-0.62, -1.43, 1.10)
F (1.20, -2.77, 0.64)
F (-0.16, -3.37, 2.41)
F (1.89, -2.31, 2.90)
F (0.00, -1.26, 3.24)
O (0.31, 6.68, 2.73)
C (0.62, 5.55, 2.52)
O (0.43, 4.76, 1.45)
B (0.95, 3.35, 1.74)
O (1.43, 3.47, 3.11)
C (1.26, 4.63, 3.57)
O (1.41, 4.91, 4.76)
O (-0.20, 2.44, 1.59)
C (0.02, 1.75, 0.47)
O (-0.67, 0.78, 0.09)
C (1.41, 2.15, -0.10)
O (1.91, 3.01, 0.69)
O (2.03, 1.53, -0.97)

Entry 2:
ORCA calculation (ωB97M-V/def2-TZVPD) on a cluster of 2 separate species, C3ClO4 in total at a distorted geometry.

## Properties
Max |F| ... 4.50 eV Å⁻¹
Highest occupied orbital energy ... -3.47 eV
Total charge ... -1
Frontier orbital gap ... 0.2588 hartree

Element x y z (Å)
C (1.32, -1.12, -0.64)
C (-0.41, 1.33, 0.41)
C (-1.60, 0.67, 0.56)
O (-0.71, 0.56, -0.64)
O (2.24, -0.71, -0.14)
O (0.50, 2.08, 0.70)
O (0.42, -1.68, -1.12)
Cl (-1.42, -1.00, 1.48)

Entry 3:
ORCA calculation (ωB97M-V/def2-TZVPD) on a cluster of 3 separate species, C22H55FN7O5P2 in total at a distorted geometry.

## Properties
Max |F| ... 9.23 eV Å⁻¹
Highest occupied orbital energy ... -3.81 eV
Total charge ... -1
Frontier orbital gap ... 0.1428 hartree

Element x y z (Å)
C (1.42, -5.14, -1.05)
C (2.44, -5.31, 0.24)
F (2.31, -6.61, 0.95)
C (2.36, -4.01, 1.27)
N (3.49, -3.09, 0.87)
C (4.59, -3.01, 1.91)
C (5.12, -4.45, 2.47)
C (5.89, -2.31, 1.12)
C (6.32, -3.10, -0.25)
C (7.68, -4.05, -0.06)
C (7.46, -5.61, -0.57)
O (6.21, -6.22, -0.06)
C (4.18, -1.93, 3.10)
O (3.16, -2.12, 3.96)
O (4.91, -0.63, 3.27)
H (1.19, -3.99, -1.19)
H (0.44, -5.78, -0.97)
H (1.96, -5.48, -2.05)
H (3.54, -5.29, -0.22)
H (1.32, -3.48, 1.05)
H (2.34, -4.30, 2.41)
H (3.12, -2.14, 0.60)
H (4.71, -5.39, 1.90)
H (4.93, -4.46, 3.63)
H (6.31, -4.48, 2.34)
H (6.84, -2.26, 1.85)
H (5.63, -1.21, 0.82)
H (6.58, -2.31, -1.11)
H (5.49, -3.80, -0.70)
H (8.55, -3.49, -0.64)
H (8.05, -4.08, 1.08)
H (7.45, -5.71, -1.75)
H (8.39, -6.22, -0.13)
H (6.44, -6.59, 0.84)
O (0.23, -1.19, -2.63)
P (-0.95, -0.21, -2.82)
N (-2.04, -1.28, -2.01)
C (-3.45, -1.49, -2.27)
C (-1.79, -1.39, -0.57)
N (-1.04, -0.56, -4.52)
C (-2.19, -1.15, -5.19)
C (0.17, -1.11, -5.15)
N (-2.31, 0.93, -3.04)
C (-2.03, 1.98, -4.05)
C (-2.61, 1.70, -1.81)
H (-4.09, -0.65, -1.96)
H (-3.82, -2.37, -1.73)
H (-3.67, -1.72, -3.31)
H (-2.08, -0.49, -0.02)
H (-0.73, -1.57, -0.35)
H (-2.34, -2.23, -0.12)
H (-2.32, -2.21, -4.93)
H (-2.09, -1.09, -6.28)
H (-3.11, -0.60, -4.98)
H (0.29, -2.18, -4.92)
H (1.07, -0.58, -4.83)
H (0.14, -1.01, -6.25)
H (-1.12, 2.53, -3.80)
H (-2.86, 2.69, -4.12)
H (-1.91, 1.58, -5.06)
H (-1.71, 2.17, -1.41)
H (-3.05, 1.07, -1.03)
H (-3.36, 2.47, -2.00)
O (-3.15, 3.95, 0.25)
P (-3.04, 4.77, 1.55)
N (-3.83, 3.53, 2.46)
C (-4.72, 3.68, 3.60)
C (-3.03, 2.32, 2.63)
N (-4.25, 5.89, 1.01)
C (-5.53, 6.11, 1.68)
C (-4.49, 5.98, -0.44)
N (-2.90, 5.72, 3.06)
C (-2.57, 7.15, 2.81)
C (-1.80, 5.25, 3.93)
H (-4.22, 4.00, 4.51)
H (-5.23, 2.74, 3.83)
H (-5.54, 4.37, 3.41)
H (-2.19, 2.47, 3.33)
H (-2.60, 1.98, 1.69)
H (-3.63, 1.48, 3.01)
H (-6.21, 5.27, 1.55)
H (-6.03, 7.00, 1.27)
H (-5.40, 6.34, 2.74)
H (-5.09, 5.13, -0.80)
H (-3.55, 6.01, -0.99)
H (-5.02, 6.90, -0.71)
H (-1.64, 7.24, 2.23)
H (-2.44, 7.69, 3.76)
H (-3.36, 7.69, 2.28)
H (-0.86, 5.18, 3.37)
H (-2.01, 4.27, 4.37)
H (-1.66, 5.92, 4.78)

Entry 4:
ORCA calculation (ωB97M-V/def2-TZVPD) on a structure of composition C16H26IrN5O10PS2 at a distorted geometry.

## Properties
Max |F| ... 3.10 eV Å⁻¹
Highest occupied orbital energy (spin up / spin down) ... -14.83 / -14.86 eV
Total charge ... +2
Frontier orbital gap (spin up / spin down) ... 0.1709 / 0.1755 hartree
2S+1 ... 2

Element x y z (Å)
Ir (-0.22, 0.14, -0.05)
N (0.97, -0.71, -1.56)
C (1.08, 0.00, -2.87)
C (-0.29, 0.21, -3.50)
C (-1.19, 1.16, -2.74)
N (-1.69, 0.54, -1.48)
H (1.91, -0.87, -1.18)
H (0.56, -1.64, -1.72)
H (1.71, -0.58, -3.54)
H (1.57, 0.96, -2.70)
H (-0.79, -0.76, -3.62)
H (-0.14, 0.61, -4.51)
H (-2.03, 1.44, -3.37)
H (-0.66, 2.08, -2.48)
H (-2.16, -0.34, -1.71)
H (-2.40, 1.15, -1.07)
O (-1.29, -3.09, 2.10)
C (-0.46, -2.50, 1.48)
O (-0.63, -1.82, 0.31)
C (0.96, -2.52, 1.94)
C (1.45, -3.61, 2.65)
C (2.76, -3.60, 3.05)
C (3.62, -2.56, 2.72)
C (3.13, -1.51, 1.99)
C (1.76, -1.41, 1.66)
O (1.25, -0.27, 1.21)
N (4.07, -0.45, 1.58)
O (3.79, 0.17, 0.55)
O (5.06, -0.28, 2.24)
N (3.28, -4.72, 3.86)
O (2.55, -5.67, 4.02)
O (4.40, -4.58, 4.31)
H (0.81, -4.44, 2.91)
H (4.66, -2.59, 3.02)
O (-0.97, 1.36, 2.38)
N (-1.10, 0.96, 1.37)
C (4.80, 4.79, 1.90)
C (4.98, 3.87, 0.71)
C (5.99, 2.78, 0.94)
O (3.67, 3.20, 0.34)
P (2.39, 2.90, 1.12)
S (1.16, 4.47, 1.36)
S (1.21, 2.12, -0.39)
O (2.72, 2.21, 2.46)
C (2.01, 2.31, 3.78)
C (1.72, 0.90, 4.26)
C (2.91, 3.07, 4.73)
H (5.69, 5.41, 1.99)
H (4.69, 4.22, 2.82)
H (3.95, 5.46, 1.77)
H (5.21, 4.43, -0.18)
H (5.71, 2.17, 1.80)
H (6.96, 3.24, 1.14)
H (6.08, 2.14, 0.07)
H (1.08, 2.85, 3.62)
H (2.64, 0.39, 4.55)
H (1.21, 0.32, 3.49)
H (1.06, 0.95, 5.13)
H (3.92, 2.67, 4.69)
H (2.53, 2.95, 5.74)
H (2.93, 4.13, 4.49)

Entry 5:
ORCA calculation (ωB97M-V/def2-TZVPD) on a cluster of 2 separate species, C17H27N6O8 in total at a distorted geometry.

## Properties
Max |F| ... 3.10 eV Å⁻¹
Highest occupied orbital energy ... -10.72 eV
Total charge ... +1
Frontier orbital gap ... 0.2825 hartree

Element x y z (Å)
O (1.59, 4.14, 3.05)
O (1.40, -1.98, -6.90)
O (-1.28, -4.97, -4.87)
O (-0.05, 8.21, 7.57)
O (0.31, 8.23, 5.44)
O (0.71, 2.19, 3.74)
O (-0.27, 5.94, 8.85)
O (-0.37, 3.25, 8.65)
C (1.00, 3.49, 3.91)
C (2.22, -2.85, -6.64)
C (-0.48, -4.28, -5.49)
C (-1.86, -0.98, 0.03)
C (0.28, 3.38, 6.29)
C (0.60, 5.55, 5.29)
C (-0.04, 3.98, 7.52)
C (-0.01, 5.39, 7.62)
C (0.62, 4.15, 5.17)
C (0.26, 6.20, 6.49)
N (-1.29, 0.19, 0.15)
N (-0.72, -3.83, -6.72)
N (-1.42, -1.90, -0.81)
N (2.05, -3.77, -5.69)
N (0.18, 7.63, 6.51)
N (-2.90, -1.22, 0.78)
C (-0.94, 1.95, 8.47)
C (3.52, -2.92, -7.42)
C (-1.93, -4.12, -7.50)
C (-0.31, -1.76, -1.76)
C (-0.31, -2.92, -2.76)
C (0.76, -2.74, -3.85)
C (0.87, -3.95, -4.80)
H (1.16, 1.97, 2.91)
H (-0.22, 6.91, 8.77)
H (0.30, 2.30, 6.21)
H (0.86, 6.13, 4.40)
H (-0.50, 0.39, -0.44)
H (-1.65, 0.88, 0.77)
H (-0.04, -3.20, -7.12)
H (-1.93, -2.77, -0.84)
H (2.80, -4.44, -5.59)
H (-3.38, -2.10, 0.71)
H (-3.23, -0.52, 1.42)
H (-1.38, 1.61, 9.42)
H (-0.18, 1.22, 8.18)
H (-1.74, 1.97, 7.72)
H (3.54, -3.83, -8.01)
H (3.58, -2.05, -8.08)
H (4.36, -2.90, -6.73)
H (-2.82, -3.88, -6.91)
H (-1.94, -3.52, -8.41)
H (-1.95, -5.18, -7.76)
H (0.64, -1.75, -1.22)
H (-0.41, -0.83, -2.32)
H (-1.29, -2.97, -3.23)
H (-0.12, -3.86, -2.22)
H (1.73, -2.59, -3.36)
H (0.53, -1.84, -4.42)
H (1.07, -4.82, -4.18)

Entry 6:
ORCA calculation (ωB97M-V/def2-TZVPD) on a structure of composition C25H40AsBrF6N8O4SSi2Ta.

## Properties
Max |F| ... 0.69 eV Å⁻¹
Highest occupied orbital energy (spin up / spin down) ... -8.09 / -8.53 eV
Total charge ... 0
Frontier orbital gap (spin up / spin down) ... 0.2748 / 0.2286 hartree
2S+1 ... 2

Element x y z (Å)
Ta (0.08, -0.44, 0.27)
C (4.13, 1.94, -0.71)
Si (3.06, 1.50, 0.78)
C (3.92, -0.03, 1.40)
C (3.13, 2.84, 2.09)
N (1.34, 1.32, 0.19)
C (0.82, 2.33, -0.53)
C (1.42, 3.62, -0.68)
C (0.88, 4.57, -1.49)
C (-0.29, 4.32, -2.23)
C (-0.95, 3.14, -2.08)
C (-0.47, 2.12, -1.19)
N (-1.13, 0.99, -0.93)
Si (-2.83, 0.74, -1.45)
C (-3.63, -0.61, -0.45)
C (-3.82, 2.32, -1.17)
C (-2.81, 0.32, -3.27)
H (5.13, 2.17, -0.32)
H (3.82, 2.78, -1.33)
H (4.25, 1.06, -1.35)
H (4.82, 0.34, 1.90)
H (4.26, -0.65, 0.56)
H (3.39, -0.64, 2.12)
H (3.97, 2.63, 2.75)
H (2.24, 2.84, 2.71)
H (3.28, 3.85, 1.68)
H (2.32, 3.84, -0.13)
H (1.38, 5.54, -1.57)
H (-0.68, 5.07, -2.90)
H (-1.84, 2.95, -2.65)
H (-3.16, -0.76, 0.52)
H (-3.61, -1.56, -0.98)
H (-4.68, -0.34, -0.28)
H (-4.69, 2.10, -0.55)
H (-4.19, 2.73, -2.12)
H (-3.25, 3.11, -0.68)
H (-2.17, 0.99, -3.84)
H (-3.82, 0.39, -3.69)
H (-2.47, -0.71, -3.43)
C (-0.60, -1.97, 1.73)
H (0.05, -2.01, 2.60)
H (-0.63, -2.97, 1.29)
H (-1.59, -1.72, 2.13)
N (2.44, -3.09, 1.67)
C (2.45, -2.57, 0.45)
O (1.71, -1.52, 0.20)
C (3.29, -3.08, -0.54)
C (4.08, -4.22, -0.27)
N (4.68, -5.17, 0.01)
C (3.35, -2.44, -1.80)
N (3.38, -1.88, -2.81)
H (1.86, -2.68, 2.39)
H (2.98, -3.91, 1.88)
C (-0.81, 3.13, 2.29)
S (-1.98, 1.85, 1.89)
C (-2.59, 1.52, 3.53)
O (-1.20, 0.56, 1.64)
H (-1.39, 3.92, 2.78)
H (-0.37, 3.51, 1.37)
H (-0.06, 2.72, 2.97)
H (-3.14, 2.40, 3.87)
H (-1.75, 1.29, 4.18)
H (-3.27, 0.67, 3.46)
Br (-5.28, -6.02, -1.04)
C (-4.04, -4.88, -1.89)
C (-4.22, -4.53, -3.22)
N (-3.38, -3.74, -3.87)
C (-2.33, -3.27, -3.21)
C (-2.07, -3.55, -1.87)
C (-2.94, -4.40, -1.20)
C (-0.87, -3.00, -1.17)
O (0.08, -3.69, -0.89)
O (-0.96, -1.69, -0.95)
H (-5.08, -4.90, -3.77)
H (-1.64, -2.65, -3.77)
H (-2.77, -4.67, -0.16)
F (1.16, 0.21, 2.60)
As (1.33, 0.03, 4.39)
F (-0.32, -0.49, 4.44)
F (0.78, 1.67, 4.53)
F (1.48, -0.14, 6.08)
F (2.95, 0.60, 4.24)
F (1.85, -1.60, 4.10)
N (1.62, 0.65, -2.72)
N (0.86, -0.40, -2.11)
H (2.08, 0.27, -3.55)
H (2.37, 0.89, -2.08)
H (1.35, -1.29, -2.20)
H (-0.02, -0.46, -2.60)

Entry 7:
ORCA calculation (ωB97M-V/def2-TZVPD) on a structure of composition C32H46CdN3O2Se4 at a distorted geometry.

## Properties
Max |F| ... 1.34 eV Å⁻¹
Highest occupied orbital energy (spin up / spin down) ... -2.98 / -2.98 eV
Total charge ... -1
Frontier orbital gap (spin up / spin down) ... 0.1404 / 0.1405 hartree

Element x y z (Å)
Cd (-0.28, 0.31, 0.07)
C (2.82, -6.39, 0.57)
C (1.42, -6.48, -0.02)
C (0.56, -7.36, 0.91)
C (1.52, -7.16, -1.40)
C (0.77, -5.11, -0.18)
C (1.35, -3.98, 0.26)
C (0.69, -2.70, 0.10)
N (1.16, -1.52, 0.44)
C (2.39, -1.14, 0.85)
C (3.60, -1.86, 0.66)
C (4.80, -1.37, 1.05)
C (4.82, -0.08, 1.68)
C (3.72, 0.70, 1.88)
C (2.43, 0.21, 1.43)
O (1.40, 0.90, 1.53)
C (3.81, 2.10, 2.47)
C (3.38, 3.13, 1.41)
C (2.89, 2.22, 3.71)
C (5.23, 2.45, 2.92)
C (6.09, -2.16, 0.76)
C (5.97, -3.58, 1.33)
C (6.30, -2.24, -0.76)
C (7.32, -1.50, 1.38)
C (-0.70, -2.66, -0.43)
O (-1.33, -1.62, -0.48)
C (-1.30, -3.92, -0.89)
C (-0.56, -5.04, -0.78)
C (-2.72, -3.90, -1.46)
C (-3.18, -5.30, -1.87)
C (-2.76, -3.00, -2.71)
C (-3.70, -3.36, -0.41)
H (3.25, -7.39, 0.65)
H (2.82, -5.95, 1.57)
H (3.48, -5.79, -0.07)
H (1.01, -8.34, 1.03)
H (-0.45, -7.49, 0.50)
H (0.46, -6.89, 1.89)
H (2.02, -8.13, -1.31)
H (2.10, -6.53, -2.09)
H (0.54, -7.33, -1.85)
H (2.28, -4.01, 0.79)
H (3.57, -2.79, 0.10)
H (5.78, 0.31, 1.99)
H (2.37, 2.94, 1.07)
H (4.06, 3.09, 0.55)
H (3.42, 4.14, 1.83)
H (1.85, 2.03, 3.44)
H (2.97, 3.22, 4.13)
H (3.20, 1.49, 4.47)
H (5.93, 2.48, 2.08)
H (5.61, 1.73, 3.66)
H (5.22, 3.44, 3.39)
H (5.17, -4.14, 0.84)
H (5.74, -3.54, 2.40)
H (6.90, -4.13, 1.20)
H (5.45, -2.73, -1.25)
H (7.20, -2.82, -0.99)
H (6.40, -1.24, -1.19)
H (7.21, -1.37, 2.46)
H (7.53, -0.52, 0.94)
H (8.20, -2.14, 1.21)
H (-0.99, -5.97, -1.12)
H (-2.55, -5.73, -2.65)
H (-4.20, -5.23, -2.26)
H (-3.21, -5.99, -1.01)
H (-2.08, -3.39, -3.48)
H (-2.47, -1.97, -2.48)
H (-3.77, -2.99, -3.12)
H (-3.68, -3.99, 0.49)
H (-4.71, -3.37, -0.82)
H (-3.46, -2.34, -0.12)
Se (-1.88, 1.33, 1.93)
Se (-3.97, 1.32, 0.98)
Se (-3.76, 2.03, -1.32)
Se (-1.73, 1.31, -2.13)
C (2.79, 3.97, -3.28)
N (2.56, 2.68, -2.65)
C (3.42, 1.60, -2.64)
C (2.77, 0.63, -1.92)
N (1.55, 1.10, -1.50)
C (1.46, 2.33, -1.94)
H (3.81, 4.00, -3.66)
H (2.67, 4.78, -2.56)
H (2.10, 4.12, -4.11)
H (4.37, 1.62, -3.14)
H (3.12, -0.36, -1.68)
H (0.61, 2.98, -1.81)

Entry 8:
ORCA calculation (ωB97M-V/def2-TZVPD) on a structure of composition C8H13F6Ni2O7 at a distorted geometry.

## Properties
Max |F| ... 6.42 eV Å⁻¹
Highest occupied orbital energy (spin up / spin down) ... -13.49 / -13.49 eV
Total charge ... +1
Frontier orbital gap (spin up / spin down) ... 0.3004 / 0.2931 hartree
2S+1 ... 5

Element x y z (Å)
Ni (1.45, 2.56, 0.96)
Ni (-0.33, 1.69, -0.90)
O (1.24, 3.22, -0.87)
H (1.43, 3.53, -1.78)
O (-0.64, 2.70, 0.91)
H (-1.16, 3.52, 0.83)
O (1.10, 0.71, 0.05)
H (1.14, -0.26, -0.08)
C (0.91, -0.72, 4.67)
C (0.14, -0.04, 3.50)
O (-0.50, 1.09, 4.02)
C (0.10, 2.28, 3.86)
O (1.12, 2.43, 3.09)
C (-0.66, 3.38, 4.50)
F (0.20, 3.91, 5.40)
F (-0.97, 4.36, 3.59)
F (-1.68, 2.98, 5.22)
H (1.30, -1.72, 4.48)
H (0.33, -0.66, 5.59)
H (1.80, -0.11, 4.88)
H (-0.50, -0.74, 2.97)
H (0.71, 0.17, 2.59)
C (1.15, -1.68, -2.66)
C (0.06, -1.26, -3.65)
O (-0.66, -2.50, -3.99)
C (-1.13, -2.79, -5.20)
O (-0.72, -2.38, -6.27)
C (-2.13, -3.95, -5.21)
F (-1.70, -4.86, -5.96)
F (-2.39, -4.50, -4.01)
F (-3.30, -3.58, -5.72)
H (1.84, -2.39, -3.13)
H (0.70, -2.20, -1.81)
H (1.73, -0.85, -2.26)
H (0.57, -0.78, -4.49)
H (-0.60, -0.57, -3.13)